*a*
{"formula": "C7H14N2", "method": "ωB97M-V with the def2-TZVPD basis set", "orbital_gap_ev": 8.8, "homo_energy_ev": -7.960, "elements": ["C", "C", "N", "C", "C", "C", "C", "C", "N", "H", "H", "H", "H", "H", "H", "H", "H", "H", "H", "H", "H", "H", "H"], "positions_angstrom": [[-2.5750, -0.5805, 0.9039], [-1.4649, -0.4104, -0.0583], [-1.3799, -0.1151, -1.3286], [-0.3942, 0.5469, -0.4488], [-0.4673, 2.0314, -0.1791], [0.8992, -0.2078, -0.2710], [1.4832, -0.7223, -1.5635], [1.9214, 0.4128, 0.6561], [0.0973, -1.5334, 0.4976], [-3.5113, -0.2322, 0.4709], [-2.6746, -1.6483, 1.1138], [-2.3914, -0.0731, 1.8526], [-1.5044, 2.3495, -0.2751], [-0.1160, 2.2975, 0.8193], [0.1426, 2.5772, -0.9002], [2.2420, -1.4806, -1.3744], [1.9427, 0.1151, -2.0940], [0.6975, -1.1474, -2.1825], [1.4721, 0.7141, 1.6013], [2.3475, 1.3025, 0.1901], [2.7241, -0.2976, 0.8547], [0.3835, -2.4631, 0.2064], [0.1259, -1.4352, 1.5087]], "lowdin_charge": [-0.026, -0.375, 0.152, -0.454, -0.025, -0.405, -0.045, -0.051, 0.102, 0.082, 0.076, 0.079, 0.081, 0.068, 0.077, 0.079, 0.093, 0.075, 0.080, 0.090, 0.082, 0.083, 0.082]}

*b*
{"formula": "C7H14N2", "method": "ωB97M-V with the def2-TZVPD basis set", "orbital_gap_ev": 8.3, "homo_energy_ev": -7.382, "elements": ["C", "C", "C", "C", "C", "C", "C", "H", "H", "H", "H", "H", "H", "H", "H", "H", "H", "H", "H", "H", "H", "N", "N"], "positions_angstrom": [[2.4001, 1.1894, -2.5362], [1.1584, 0.4733, -2.0331], [1.1908, -0.1611, -0.6487], [-1.0974, 0.2319, 0.3446], [-2.5466, -0.0791, 2.2653], [-0.3994, -0.6759, 2.1997], [-0.0798, -1.5184, 1.0033], [2.8764, 1.6855, -1.5292], [1.9944, 1.7373, -3.4665], [3.0170, 0.2181, -3.0521], [0.2017, 1.1263, -2.2656], [1.0539, -0.5316, -2.5775], [1.9220, -0.8568, -0.5594], [1.5661, 0.7013, 0.0122], [-0.9089, 0.9845, -0.3096], [-2.2221, -0.2002, 0.2944], [-2.7883, -1.2999, 1.9961], [-3.7134, 0.4273, 1.7477], [-2.6960, 0.0830, 3.3454], [-0.3207, -0.8266, 3.2471], [0.6496, -2.4614, 0.9196], [-0.1755, -0.6799, -0.1357], [-1.0822, 0.4330, 1.7384]], "lowdin_charge": [-0.146, -0.347, -0.183, -0.310, -0.114, -0.128, -0.068, 0.118, 0.082, 0.126, 0.134, 0.117, 0.072, 0.132, 0.082, 0.134, 0.138, 0.155, 0.039, 0.091, 0.134, -0.143, -0.115]}

*c*
{"formula": "C7H14N2", "method": "ωB97M-V with the def2-TZVPD basis set", "orbital_gap_ev": 9.5, "homo_energy_ev": -8.615, "elements": ["C", "C", "C", "N", "C", "N", "H", "H", "H", "H", "H", "H", "C", "C", "C", "H", "H", "H", "H", "H", "H", "H", "H"], "positions_angstrom": [[0.0588, 0.9598, -1.6745], [-1.3098, 0.4963, -1.1939], [-2.2579, 1.0781, -0.3131], [-3.2349, 0.0632, -0.1562], [-3.0123, -0.9492, -1.0172], [-1.8148, -0.7210, -1.6985], [-0.0297, 1.7004, -2.6635], [0.7202, 0.1801, -2.0255], [0.6981, 1.5567, -0.9578], [-2.1212, 1.9442, 0.2305], [-3.8955, 0.1728, 0.5461], [-3.4243, -1.9147, -1.0471], [2.3533, 0.8046, 1.1043], [2.2970, -0.8285, 1.1004], [0.8026, -1.2395, 1.0866], [2.7122, 1.1469, 2.1321], [1.4205, 1.2620, 0.7483], [3.2648, 1.0433, 0.5366], [2.6646, -1.3286, 0.1712], [2.9156, -1.4215, 1.8186], [0.3152, -0.8944, 2.0340], [0.0934, -0.8495, 0.2834], [0.7840, -2.2619, 0.9553]], "lowdin_charge": [-0.079, -0.364, -0.029, 0.034, -0.153, 0.067, 0.128, 0.056, 0.049, 0.080, 0.115, 0.095, -0.100, -0.271, -0.144, 0.076, 0.030, 0.053, 0.089, 0.098, 0.083, 0.059, 0.028]}

*d*
{"formula": "C7H14N2", "method": "ωB97M-V with the def2-TZVPD basis set", "orbital_gap_ev": 8.3, "homo_energy_ev": -7.276, "elements": ["C", "C", "C", "N", "C", "C", "N", "C", "C", "H", "H", "H", "H", "H", "H", "H", "H", "H", "H", "H", "H", "H", "H"], "positions_angstrom": [[-0.9724, 3.6222, 0.8316], [-0.9257, 2.0395, 0.3376], [0.1188, 1.1882, 0.9175], [-0.3218, -0.1682, 0.7227], [0.4893, -1.1865, 1.2063], [1.0069, -1.9678, 0.2907], [0.2387, -1.8660, -0.9311], [0.8634, -2.0847, -2.2277], [-0.4689, -0.4767, -0.7028], [-1.9036, 4.0067, 0.2094], [-0.0833, 4.0889, 0.3880], [-0.9629, 3.7090, 1.8821], [-1.0959, 2.1181, -0.8562], [-1.7964, 1.6272, 0.8261], [0.0885, 1.1386, 2.0535], [1.1890, 1.5780, 0.5589], [0.8192, -1.2661, 2.3267], [1.5292, -2.9184, 0.3270], [1.1632, -3.1865, -2.4122], [0.2115, -1.8868, -3.1186], [1.9089, -1.4866, -2.2660], [0.1747, 0.1886, -1.2118], [-1.3290, -0.2767, -1.1673]], "lowdin_charge": [-0.084, -0.264, -0.275, -0.154, -0.148, -0.113, -0.167, -0.135, -0.103, 0.101, 0.049, 0.033, 0.153, 0.094, 0.144, 0.164, 0.149, 0.110, 0.089, 0.080, 0.112, 0.088, 0.077]}

The data favor *c*; the next most stable structure lies 89.3 kJ/mol above it.

*a*
{"formula": "C7H10O3", "method": "ωB97M-V with the def2-TZVPD basis set", "orbital_gap_ev": 10.3, "homo_energy_ev": -9.605, "elements": ["O", "C", "C", "C", "C", "C", "H", "H", "H", "H", "H", "H", "C", "O", "C", "O", "H", "H", "H", "H"], "positions_angstrom": [[3.7649, -1.0327, -0.7450], [2.7241, -0.5521, -0.2944], [1.8430, 0.4490, -1.0079], [0.9223, 0.9479, 0.0259], [1.0623, 0.2856, 1.1736], [2.0458, -0.8367, 1.0349], [2.5026, 1.2134, -1.4463], [1.2385, 0.0221, -1.8352], [0.2313, 1.7556, -0.1727], [0.5151, 0.5016, 2.0820], [1.5259, -1.8058, 0.9397], [2.7771, -0.9210, 1.8457], [-2.7339, 0.9985, 0.0493], [-2.0806, 0.0119, -0.7454], [-2.4665, -1.2633, -0.5672], [-3.3310, -1.6278, 0.1766], [-2.4236, 0.9077, 1.0981], [-2.4411, 1.9540, -0.3900], [-3.8133, 0.9101, -0.0017], [-1.8627, -1.9179, -1.2202]], "lowdin_charge": [0.072, -0.362, -0.120, -0.118, -0.090, -0.106, 0.132, 0.139, 0.102, 0.104, 0.134, 0.124, -0.065, -0.095, -0.358, 0.079, 0.100, 0.091, 0.089, 0.148]}

*b*
{"formula": "C7H10O3", "method": "ωB97M-V with the def2-TZVPD basis set", "orbital_gap_ev": 8.7, "homo_energy_ev": -8.147, "elements": ["C", "C", "O", "C", "C", "C", "C", "O", "C", "H", "H", "H", "H", "H", "H", "H", "H", "H", "O", "H"], "positions_angstrom": [[-2.2055, -1.2810, 0.1794], [-1.4946, 0.0285, 0.1787], [-2.2647, 1.2453, 0.4209], [-0.9040, 1.7102, 0.2427], [-0.2572, 0.5186, 1.0111], [0.6744, 0.2441, -0.1533], [2.0106, 0.5765, -0.3647], [2.7917, 0.8979, 0.7265], [-0.5688, 0.6991, -0.8937], [-2.7132, -1.4384, 1.1403], [-2.9423, -1.3111, -0.6342], [-1.4881, -2.0990, 0.0337], [-0.6891, 2.7814, 0.3114], [-0.1019, 0.4262, 2.0904], [2.2620, 1.0668, -1.3104], [-0.7631, 0.8080, -1.9658], [3.6417, 0.4555, 0.6634], [2.3871, -1.1325, -0.7808], [1.4969, -1.9089, -0.8491], [1.1282, -2.2871, -0.0467]], "lowdin_charge": [0.018, -0.391, -0.015, -0.147, -0.023, -0.103, -0.231, -0.024, -0.031, 0.093, 0.094, 0.085, 0.161, 0.151, 0.132, 0.152, 0.089, 0.163, -0.186, 0.012]}

*c*
{"formula": "C7H10O3", "method": "ωB97M-V with the def2-TZVPD basis set", "orbital_gap_ev": [8.7, 7.1], "homo_energy_ev": [-8.468, -7.542], "elements": ["C", "C", "C", "C", "O", "C", "C", "C", "O", "H", "H", "H", "H", "H", "H", "H", "H", "H", "O", "H"], "positions_angstrom": [[-2.4151, 1.9917, -3.3217], [-1.2000, 2.4369, -2.6479], [-0.1481, 2.7902, -2.1618], [1.1776, 3.1309, -1.6561], [1.2167, 3.5027, -0.2529], [2.1131, 2.4301, 0.1072], [2.0697, 1.9698, -1.3034], [2.8920, -0.1382, -1.4996], [2.6184, 1.1043, -2.0186], [-3.3003, 2.4307, -2.8408], [-2.4090, 2.2929, -4.3779], [-2.5012, 0.8976, -3.2718], [1.6590, 3.9034, -2.2802], [3.0960, 2.7856, 0.4586], [1.6825, 1.7455, 0.8570], [3.1073, -0.8151, -2.3277], [2.1692, -0.4934, -0.7577], [4.6508, -0.1632, -0.6463], [5.5030, -0.2803, -0.1532], [5.2640, -0.1758, 0.7726]], "lowdin_charge": [-0.101, -0.058, 0.057, -0.237, -0.058, -0.084, -0.239, -0.027, 0.027, 0.082, 0.083, 0.082, 0.162, 0.139, 0.129, 0.077, 0.085, -0.035, -0.102, 0.019]}

The data favor *a*; the next most stable structure lies 568.9 kJ/mol above it.

*a*
{"formula": "C25H40O21", "method": "ωB97M-V with the def2-TZVPD basis set", "orbital_gap_ev": 10.3, "homo_energy_ev": -10.231, "elements": ["C", "C", "C", "O", "C", "O", "O", "H", "H", "H", "H", "H", "H", "C", "C", "C", "O", "C", "O", "O", "H", "H", "H", "H", "H", "H", "C", "C", "O", "C", "O", "O", "C", "H", "H", "H", "H", "H", "H", "H", "H", "C", "C", "O", "C", "O", "O", "C", "H", "H", "H", "H", "H", "H", "H", "H", "O", "C", "O", "C", "C", "O", "H", "H", "H", "H", "O", "C", "O", "C", "C", "O", "H", "H", "H", "H", "O", "C", "O", "C", "C", "O", "H", "H", "H", "H"], "positions_angstrom": [[-9.9526, -17.1406, 14.2759], [-8.6537, -16.5367, 14.9412], [-7.9606, -15.6522, 13.8976], [-7.7258, -14.4534, 14.6211], [-8.2196, -14.5126, 15.7842], [-8.1421, -13.6140, 16.7248], [-9.0235, -15.5927, 15.9040], [-9.7118, -17.7220, 13.3859], [-10.7552, -16.4534, 14.0084], [-10.4644, -17.8520, 14.9241], [-8.0134, -17.3694, 15.2323], [-8.5364, -15.4652, 12.9913], [-6.9828, -16.0936, 13.7048], [-3.2010, -17.8478, 12.3522], [-3.1488, -19.0576, 11.4335], [-2.0177, -19.0680, 10.4945], [-1.2620, -20.1832, 10.7712], [-1.8824, -20.9542, 11.7897], [-1.5293, -22.0527, 12.1668], [-2.9364, -20.2154, 12.2441], [-3.3507, -16.9504, 11.7519], [-2.3454, -17.7010, 13.0113], [-4.1201, -17.8466, 12.9381], [-4.1372, -19.0135, 10.9760], [-1.2933, -18.2606, 10.6016], [-2.3304, -19.0543, 9.4504], [-4.3384, -14.4475, 13.5211], [-3.3624, -13.9587, 12.4777], [-2.6954, -12.7893, 12.8434], [-2.1208, -12.0152, 11.8756], [-2.3118, -12.1023, 10.6500], [-1.2712, -11.2516, 12.5616], [-0.2973, -10.5104, 11.8137], [-5.0789, -13.6798, 13.7458], [-3.8615, -14.7702, 14.4466], [-4.8060, -15.3914, 13.2408], [-3.8926, -13.7328, 11.5525], [-2.7012, -14.8024, 12.2802], [-0.8918, -9.8485, 11.1838], [0.2371, -11.2477, 11.2146], [0.4322, -9.9384, 12.3870], [-0.3612, -19.9755, 14.9585], [-0.0073, -21.3950, 15.4948], [-1.1182, -21.8688, 16.2547], [-1.1341, -23.1546, 16.8686], [-0.1234, -23.8001, 16.9522], [-2.2755, -23.4548, 17.5666], [-3.4312, -22.6441, 17.4029], [-1.1750, -19.9060, 14.2367], [0.4911, -19.6101, 14.3857], [-0.6675, -19.4416, 15.8581], [0.8152, -21.3514, 16.2087], [0.2624, -22.0848, 14.6951], [-3.5922, -22.5713, 16.3274], [-3.3712, -21.6691, 17.8864], [-4.2473, -23.3102, 17.6829], [-5.8048, -20.5895, 13.8122], [-5.2032, -19.9115, 14.6252], [-5.4794, -18.6335, 14.9673], [-4.7611, -18.2162, 16.0871], [-3.6746, -19.3174, 16.1954], [-4.1548, -20.3138, 15.3062], [-4.2722, -17.2635, 15.8838], [-5.4355, -18.1342, 16.9395], [-3.7776, -19.7920, 17.1712], [-2.7211, -18.8212, 16.0142], [-6.0773, -24.6759, 15.5494], [-6.2607, -24.3607, 14.3782], [-5.3805, -23.9727, 13.4609], [-5.9118, -23.8342, 12.1516], [-7.3134, -23.5519, 12.5303], [-7.4225, -24.2415, 13.8402], [-5.5544, -22.9241, 11.6699], [-5.9096, -24.6331, 11.4100], [-8.0962, -23.9778, 11.9026], [-7.5201, -22.4940, 12.6920], [-5.7402, -20.9581, 18.0293], [-6.5869, -21.7450, 17.6968], [-7.1741, -22.5007, 18.5952], [-8.3682, -23.1298, 18.0995], [-8.2175, -22.8651, 16.6758], [-7.1951, -21.8872, 16.5164], [-8.2300, -24.2052, 18.2115], [-9.2284, -22.5706, 18.4675], [-9.1458, -22.4443, 16.2896], [-8.1814, -23.7894, 16.0992]], "lowdin_charge": [-0.019, -0.289, -0.067, 0.104, -0.523, 0.049, 0.093, 0.080, 0.086, 0.073, 0.143, 0.141, 0.116, -0.017, -0.311, -0.163, 0.051, -0.451, 0.155, 0.069, 0.079, 0.101, 0.070, 0.158, 0.141, 0.139, -0.060, -0.250, 0.029, -0.524, 0.097, -0.006, -0.023, 0.086, 0.079, 0.051, 0.125, 0.111, 0.097, 0.098, 0.096, -0.046, -0.201, -0.044, -0.476, 0.133, 0.003, -0.051, 0.047, 0.082, 0.065, 0.121, 0.122, 0.095, 0.084, 0.099, 0.127, -0.572, 0.022, -0.115, -0.088, 0.071, 0.121, 0.133, 0.105, 0.114, 0.119, -0.604, 0.087, -0.116, -0.072, 0.068, 0.136, 0.137, 0.133, 0.126, 0.137, -0.587, 0.085, -0.086, -0.163, 0.101, 0.148, 0.142, 0.134, 0.111]}

*b*
{"formula": "C25H40O21", "method": "ωB97M-V with the def2-TZVPD basis set", "orbital_gap_ev": 10.4, "homo_energy_ev": -10.569, "elements": ["C", "C", "C", "O", "C", "O", "O", "H", "H", "H", "H", "H", "H", "C", "C", "C", "O", "C", "O", "O", "H", "H", "H", "H", "H", "H", "C", "C", "C", "O", "C", "O", "O", "H", "H", "H", "H", "H", "H", "C", "C", "C", "O", "C", "O", "O", "H", "H", "H", "H", "H", "H", "C", "O", "C", "O", "O", "C", "H", "H", "H", "H", "H", "H", "C", "O", "C", "O", "O", "C", "H", "H", "H", "H", "H", "H", "O", "C", "O", "C", "C", "O", "H", "H", "H", "H"], "positions_angstrom": [[3.5397, -1.1143, -3.7960], [4.4557, -0.0504, -3.2341], [5.7528, -0.5176, -2.5413], [6.7679, 0.2881, -3.1311], [6.2470, 1.0127, -4.1592], [6.8793, 1.7888, -4.8013], [4.9614, 0.7112, -4.3362], [4.0723, -1.9268, -4.2935], [2.8565, -0.6598, -4.5117], [2.9228, -1.5720, -3.0202], [3.9180, 0.5855, -2.5241], [5.9006, -1.5788, -2.7607], [5.7366, -0.3798, -1.4646], [2.1434, 2.2422, 1.3573], [3.5296, 1.6327, 1.3400], [3.9500, 1.0357, 2.6875], [4.3632, -0.2838, 2.3836], [4.1279, -0.5801, 1.0898], [4.2967, -1.6423, 0.5887], [3.5764, 0.4863, 0.4570], [1.3647, 1.4811, 1.2819], [1.9269, 2.9448, 0.5574], [2.0472, 2.7580, 2.3153], [4.2476, 2.3303, 0.9073], [3.1053, 1.0686, 3.3759], [4.8032, 1.5639, 3.1101], [-3.1878, -4.5185, 2.6545], [-2.7338, -5.0387, 1.3134], [-3.8023, -5.4251, 0.2707], [-3.3683, -4.7294, -0.9020], [-2.3358, -3.9108, -0.6340], [-1.8529, -3.1534, -1.4120], [-2.0162, -3.9907, 0.6734], [-3.8450, -3.6489, 2.5851], [-2.3163, -4.1390, 3.1924], [-3.6765, -5.2933, 3.2446], [-2.0427, -5.8787, 1.4389], [-4.8020, -5.1181, 0.5686], [-3.7140, -6.4891, 0.0694], [-3.7428, 1.6318, -3.6096], [-4.1760, 0.2691, -4.1064], [-4.2000, -0.8491, -3.0411], [-5.5786, -1.1163, -2.8694], [-6.3017, -0.5002, -3.8386], [-7.4672, -0.6727, -3.9779], [-5.5290, 0.3093, -4.5693], [-3.5868, 2.3003, -4.4549], [-2.7917, 1.4921, -3.0947], [-4.4592, 2.0844, -2.9224], [-3.4872, 0.0077, -4.9102], [-3.7041, -0.5293, -2.1247], [-3.6689, -1.7305, -3.4007], [-0.6116, 6.0758, 4.4164], [-0.3922, 5.7649, 3.0417], [0.8234, 6.0787, 2.5608], [1.6744, 6.6525, 3.1734], [0.9918, 5.6421, 1.3202], [-0.0107, 4.9177, 0.6639], [-0.1867, 7.0419, 4.6907], [-0.1287, 5.3405, 5.0573], [-1.6866, 6.1473, 4.5445], [-0.8563, 5.5051, 0.3007], [-0.5077, 4.1515, 1.2698], [0.3962, 4.3592, -0.1750], [1.5718, -2.9140, 3.1174], [0.5791, -2.2217, 2.3702], [-0.4504, -1.8018, 3.1098], [-0.5339, -1.8501, 4.3110], [-1.3919, -1.3563, 2.3022], [-2.6119, -0.7811, 2.7744], [2.3411, -3.2329, 2.4031], [1.1931, -3.8853, 3.4399], [2.1048, -2.3396, 3.8672], [-3.1886, -1.4747, 3.3879], [-3.1289, -0.6333, 1.8303], [-2.4405, 0.1120, 3.3718], [0.2397, 0.6193, -3.6423], [0.0593, 0.4521, -2.4876], [-0.8106, 1.1789, -1.7119], [-0.8911, 0.6186, -0.4003], [0.1197, -0.5133, -0.4489], [0.6845, -0.4818, -1.7353], [-0.6437, 1.3931, 0.3313], [-1.9190, 0.3138, -0.2035], [-0.4287, -1.4076, -0.1467], [0.9349, -0.4587, 0.2753]], "lowdin_charge": [-0.016, -0.298, -0.083, 0.063, -0.571, 0.160, 0.093, 0.088, 0.086, 0.082, 0.145, 0.133, 0.114, -0.006, -0.276, -0.084, 0.071, -0.568, 0.162, 0.059, 0.071, 0.073, 0.095, 0.158, 0.131, 0.139, -0.013, -0.310, -0.062, 0.075, -0.555, 0.163, 0.072, 0.085, 0.083, 0.094, 0.155, 0.136, 0.133, -0.015, -0.299, -0.093, 0.066, -0.573, 0.165, 0.097, 0.090, 0.064, 0.096, 0.153, 0.120, 0.131, -0.032, -0.030, -0.610, 0.145, 0.025, -0.080, 0.095, 0.100, 0.095, 0.103, 0.091, 0.087, -0.037, -0.002, -0.632, 0.133, -0.031, -0.015, 0.097, 0.102, 0.100, 0.087, 0.094, 0.102, 0.175, -0.545, 0.030, -0.109, -0.136, 0.080, 0.110, 0.116, 0.105, 0.109]}

The data favor *b*; the next most stable structure lies 332.6 kJ/mol above it.